Record 1
{"formula": "C3H5NOS", "method": "ωB97M-V with the def2-TZVPD basis set", "homo_energy_ha": -0.31348, "relative_energy_kcal_mol": 80.4, "multiplicity": 1, "gap_ev": 8.44, "total_energy_ev": -17561.782, "elements": ["H", "H", "S", "H", "C", "O", "N", "H", "C", "H", "C"], "coordinates": [[-0.033, -1.526, 0.603], [0.245, -1.029, -1.277], [2.749, 0.178, -0.004], [-1.643, 1.542, 0.582], [0.098, 0.501, 0.127], [1.848, -1.184, 0.191], [0.981, 1.351, 0.209], [-1.880, -0.335, 0.476], [0.513, -0.973, -0.134], [-1.536, 0.797, -0.921], [-1.342, 0.679, 0.147]]}

=====

Record 2
{"formula": "C24H32N4OP2Yb", "method": "ωB97M-V with the def2-TZVPD basis set", "charge": 1, "homo_energy_ha": [-0.27821, -0.31772], "relative_energy_kcal_mol": 0.3, "multiplicity": 2, "gap_ev": [4.30, 5.14], "total_energy_ev": -83514.868, "elements": ["C", "C", "O", "H", "H", "N", "H", "H", "C", "C", "C", "C", "C", "C", "H", "H", "H", "H", "N", "C", "H", "C", "H", "H", "C", "H", "H", "H", "H", "H", "P", "H", "H", "H", "C", "H", "C", "C", "H", "H", "C", "H", "H", "C", "H", "N", "P", "H", "C", "C", "H", "H", "Yb", "C", "N", "H", "C", "C", "C", "H", "H", "C", "C", "H"], "coordinates": [[1.623, -3.605, 0.412], [-1.603, 1.721, -0.014], [0.842, 3.230, 2.606], [1.791, 4.075, 4.878], [-2.359, -0.923, -2.680], [0.192, 2.704, 4.720], [-1.553, -1.557, 3.779], [2.504, -3.102, -0.004], [-3.381, -0.435, 0.374], [-0.697, 0.306, 3.785], [-1.857, 2.285, -3.495], [-2.440, 0.095, -2.269], [0.519, -3.317, -2.277], [0.439, 2.982, -3.110], [-0.369, -2.943, -2.799], [-1.404, 1.837, 1.074], [-0.034, -1.704, -0.308], [1.180, 3.776, -2.989], [-0.088, 1.174, 2.932], [1.716, -2.454, -2.625], [0.686, -4.380, -2.478], [0.296, 2.390, 3.427], [4.564, 0.105, -2.017], [-3.477, 0.443, -2.260], [-1.537, 1.015, -3.033], [-3.612, -1.504, 0.263], [-2.895, 2.554, -3.695], [-1.325, -0.083, 5.809], [2.859, 1.993, -2.242], [-1.391, -4.940, -0.423], [0.161, -3.113, -0.494], [-2.214, -3.363, -0.210], [-2.546, 2.240, -0.233], [-1.291, -4.083, 1.145], [-0.139, 0.643, -3.074], [1.802, 1.326, -0.842], [0.806, 1.665, -2.808], [3.037, -2.880, -2.637], [3.260, -3.946, -2.666], [0.224, 4.808, 4.540], [0.719, 4.010, 5.105], [-0.902, -1.060, 2.248], [-0.450, 2.191, 6.627], [4.071, -1.933, -2.531], [1.515, -3.326, 1.469], [0.208, -0.662, -3.179], [-1.809, -0.057, -0.490], [-1.086, 4.252, -3.955], [2.464, -0.122, -2.432], [-0.845, 3.257, -3.582], [-3.292, -0.210, 1.445], [1.756, -4.694, 0.335], [1.114, 1.751, 1.128], [2.049, 1.276, -2.071], [-1.076, -0.856, 3.231], [-4.200, 0.157, -0.057], [-0.405, 1.837, 5.598], [1.461, -1.048, -2.809], [3.774, -0.593, -2.297], [-0.836, 2.211, -0.637], [0.555, 4.155, 6.173], [-1.323, -3.952, 0.053], [-0.867, 0.635, 5.138], [5.113, -2.254, -2.572]]}

=====

Record 3
{"formula": "C7H8O2", "method": "ωB97M-V with the def2-TZVPD basis set", "homo_energy_ha": -0.29314, "relative_energy_kcal_mol": 96.7, "multiplicity": 1, "gap_ev": 8.96, "total_energy_ev": -11479.365, "elements": ["C", "H", "H", "C", "H", "O", "H", "C", "H", "H", "C", "C", "H", "C", "H", "C", "O"], "coordinates": [[-1.056, -0.373, 0.032], [-1.285, -3.552, 0.836], [-2.855, -1.035, 1.028], [0.082, 1.539, -0.700], [0.120, 2.050, -1.571], [-1.130, 0.926, -0.468], [1.955, -0.093, -0.018], [-1.891, -1.322, 0.601], [1.921, 2.031, 0.233], [0.685, 3.063, 0.888], [-1.208, -2.512, 0.482], [0.876, 1.982, 0.466], [1.824, -0.452, -1.773], [0.108, -1.033, -0.405], [0.603, 1.396, 1.248], [1.266, -0.262, -0.799], [-0.013, -2.353, -0.081]]}

=====

Record 4
{"formula": "C21H27N3OS", "method": "ωB97M-V with the def2-TZVPD basis set", "homo_energy_ha": -0.28605, "relative_energy_kcal_mol": 19.4, "multiplicity": 1, "gap_ev": 8.41, "total_energy_ev": -39568.664, "elements": ["H", "C", "C", "H", "N", "H", "C", "H", "C", "C", "S", "C", "C", "C", "H", "C", "H", "H", "C", "C", "H", "C", "H", "H", "H", "H", "H", "H", "H", "C", "N", "C", "H", "C", "N", "H", "H", "H", "H", "H", "C", "C", "H", "H", "O", "H", "C", "H", "H", "C", "H", "C", "C"], "coordinates": [[4.055, 0.483, -1.239], [-3.777, -2.123, 0.616], [2.310, 0.386, -3.135], [-3.342, -3.082, 0.423], [-0.783, -0.440, 1.183], [-0.374, 2.114, -5.760], [2.132, 0.891, -1.848], [-0.950, -2.222, 3.945], [0.328, 0.916, 2.841], [-0.807, 1.585, -4.911], [4.369, 0.183, 1.336], [0.228, 1.344, -3.855], [-5.107, -1.861, 1.029], [2.989, 0.407, 0.447], [-1.207, 0.641, -5.280], [1.029, -1.473, 2.393], [-1.642, 0.005, 4.334], [-1.603, 1.351, 1.923], [1.606, 0.039, -5.506], [0.070, 1.871, -2.582], [0.799, -0.639, -5.781], [-1.853, -0.325, 3.319], [-6.014, 0.134, 1.411], [-2.921, -0.202, 3.147], [0.557, 1.940, 2.541], [1.633, 0.838, -6.247], [0.316, 0.887, 3.930], [1.126, -1.828, 3.418], [-2.266, -2.395, 2.788], [-3.163, -0.909, 0.504], [3.117, 0.636, -0.892], [-1.767, -0.527, 0.120], [2.546, -0.506, -5.550], [-1.416, -1.774, 3.070], [1.754, 0.375, 0.965], [-0.483, -2.523, 1.227], [1.724, -2.048, 1.779], [-5.877, -2.580, 1.218], [0.875, 2.136, -0.623], [-1.628, 2.179, -4.517], [1.004, 1.664, -1.584], [1.447, 0.004, 2.327], [-1.390, -1.252, -0.608], [-0.802, 2.473, -2.365], [-4.035, 0.075, 0.816], [0.956, 0.275, 0.347], [-0.420, -1.660, 1.893], [2.362, 0.155, 2.909], [-1.803, 0.457, -0.360], [1.379, 0.601, -4.136], [3.199, -0.191, -3.350], [-5.203, -0.509, 1.133], [-1.045, 0.483, 2.279]]}

=====

Record 5
{"formula": "C6H13ClN3O", "method": "ωB97M-V with the def2-TZVPD basis set", "charge": 1, "homo_energy_ha": -0.50721, "relative_energy_kcal_mol": 62.0, "multiplicity": 1, "gap_ev": 10.86, "total_energy_ev": -25462.156, "elements": ["C", "N", "H", "H", "Cl", "C", "H", "H", "H", "C", "C", "N", "C", "H", "H", "N", "C", "H", "H", "H", "H", "H", "O", "H"], "coordinates": [[-0.516, -1.461, 0.015], [2.740, -2.349, -1.042], [-1.482, -1.835, 0.262], [0.123, -3.357, -0.959], [1.271, -1.041, -2.710], [-1.328, 3.004, -0.396], [-2.631, 0.384, 0.898], [-0.443, -0.040, 2.423], [1.912, -0.476, 0.748], [1.517, -1.707, -1.130], [0.230, -2.344, -0.626], [1.475, -0.272, -0.119], [-1.771, 1.075, 1.035], [-0.184, 3.019, -0.109], [3.054, -2.760, -0.197], [0.107, -0.192, 0.188], [-0.302, 0.528, 1.464], [3.579, -1.941, -1.379], [0.359, 1.357, 1.878], [-2.020, 3.428, 0.399], [-1.973, 1.885, 1.662], [-0.410, 0.338, -0.654], [-1.726, 1.619, -0.264], [-1.584, 3.137, -1.388]]}

=====

Record 6
{"formula": "HO2S", "method": "ωB97M-V with the def2-TZVPD basis set", "charge": -1, "homo_energy_ha": [-0.12159, -0.12171], "relative_energy_kcal_mol": 70.4, "multiplicity": 1, "gap_ev": [7.46, 7.46], "total_energy_ev": -14943.551, "elements": ["H", "O", "O", "S"], "coordinates": [[-0.197, -0.941, -1.001], [0.248, 1.501, -0.386], [0.467, -0.818, 1.472], [-0.519, 0.257, -0.085]]}